[1]
Computed, not measured: a structure of composition C17H23BeCl5NO2P2 in a non-equilibrium geometry, with ωB97M-V with the def2-TZVPD basis set.

The geometry in XYZ format:
```
51
Properties=species:S:1:pos:R:3:forces:R:3:lowdin_charge:R:1
Be 0.002090 0.073552 0.432402 -1.05 -1.01 -0.37 -0.022
P -0.849473 1.226635 -1.260971 1.45 0.33 0.38 0.922
C 0.163830 2.673370 -0.803316 -0.18 0.55 -0.50 -0.269
C 0.259778 2.715550 0.689527 -0.38 -0.07 0.20 -0.267
N 0.302909 1.511440 1.312873 0.38 0.68 0.54 0.020
C 0.594768 1.440691 2.637464 -0.16 0.24 -0.09 -0.291
C 0.626456 2.589117 3.416502 0.25 -0.39 -0.02 0.002
C 0.474575 3.833706 2.807098 -0.18 -0.14 -0.13 -0.008
C 0.306646 3.894958 1.426302 0.10 -0.10 0.11 0.010
C 0.908488 0.051906 3.169747 -0.50 0.17 0.13 -0.242
P 1.437556 -0.944972 1.736540 0.02 0.44 -0.88 0.907
H 0.200197 4.834732 0.895338 0.11 -0.06 0.16 0.126
H 0.791174 2.468574 4.485465 0.03 0.23 -0.23 0.129
H 0.496300 4.741505 3.409651 -0.01 -0.21 -0.19 0.126
H 1.704416 0.072451 3.924483 -0.28 0.14 -0.04 0.106
H 0.007349 -0.397259 3.611610 0.17 0.09 -0.05 0.089
H 1.199000 2.491137 -1.241408 -1.30 0.26 0.59 0.066
H -0.271604 3.586323 -1.229169 0.24 0.04 0.27 0.105
H 2.721846 0.649498 -1.601599 0.01 1.61 -0.29 0.019
O 2.529353 1.651516 -1.728086 0.98 -1.24 -0.11 -0.115
H 3.362217 2.120728 -1.863445 -0.07 -0.28 -0.01 0.067
H 1.984619 -1.312089 -1.351086 1.25 0.52 0.01 -0.071
O 2.880568 -0.868079 -1.338694 -0.42 -1.11 -0.31 -0.110
H 3.467809 -1.390378 -1.915072 -0.39 0.26 0.24 0.101
C 3.163925 -0.460634 1.593734 0.63 -0.26 0.29 -0.237
H 3.643094 -0.481787 2.579609 0.09 -0.05 -0.21 0.059
H 3.663979 -1.144512 0.901117 0.01 0.21 0.24 0.043
H 3.241751 0.551477 1.179274 -0.12 -0.20 0.06 0.056
C 1.316580 -2.669078 2.221843 0.19 -0.37 0.21 -0.216
H 1.542682 -3.301490 1.350854 -0.03 0.13 0.31 0.057
H 2.024046 -2.878997 3.036818 -0.22 -0.11 -0.23 0.064
H 0.292921 -2.887979 2.557883 0.28 0.09 -0.13 0.062
C -2.548635 1.823085 -1.060806 -0.29 -0.17 -0.08 -0.210
H -2.635324 2.805111 -1.547282 -0.06 -0.28 0.10 0.062
H -3.239116 1.112617 -1.535117 0.09 0.21 0.15 0.064
H -2.817194 1.911114 0.000272 0.13 -0.04 -0.26 0.038
C -0.564126 0.960363 -3.008629 -0.29 0.11 -0.53 -0.232
H -0.966121 -0.023025 -3.275295 0.08 0.20 -0.11 0.041
H -1.084402 1.738993 -3.578794 0.15 -0.20 -0.10 0.061
H 0.509056 0.996543 -3.229662 -0.24 -0.04 0.14 0.049
Cl -2.635123 0.025244 2.366549 0.04 -0.09 -0.07 0.698
C -2.407122 -1.245924 1.192982 -0.47 -1.26 -0.69 -0.673
C -1.299296 -1.204496 0.347564 0.36 0.36 0.94 -0.312
C -1.146452 -2.230630 -0.572949 -1.21 -0.47 0.51 -0.658
Cl 0.264790 -2.287699 -1.605281 -0.24 -0.10 -0.20 0.752
C -2.083035 -3.274926 -0.725749 0.02 0.65 0.59 -0.707
Cl -1.862331 -4.464721 -1.933936 -0.11 -0.16 -0.01 0.712
C -3.191791 -3.319049 0.147134 0.81 0.94 0.11 -0.710
Cl -4.307869 -4.594757 0.017362 -0.25 -0.16 0.05 0.724
C -3.349327 -2.303262 1.127797 0.71 0.10 -0.55 -0.698
Cl -4.656785 -2.384444 2.223496 -0.14 0.01 0.05 0.714
```
Forces are in eV/Å.

Computed properties:
* electronic energy: -105175.8377 eV
* gap between HOMO and LUMO: 8.152 eV
* total charge: +1



[2]
Computed, not measured: an isolated molecule of C2H3ClF2S in a non-equilibrium geometry, with ωB97M-V with the def2-TZVPD basis set.

The geometry in XYZ format:
```
9
Properties=species:S:1:pos:R:3:forces:R:3:lowdin_charge:R:1
C 1.184356 -0.170326 0.048644 -0.88 -1.81 -3.84 -0.046
C -0.235213 0.397144 -0.017631 -0.68 -1.65 1.84 -0.855
F -0.497144 1.196987 1.053579 0.25 -0.14 0.29 0.009
F -0.529182 1.176282 -1.046818 0.30 -0.34 -1.02 0.062
S -1.408839 -1.137633 0.127917 1.79 0.84 -0.35 0.437
Cl -3.139369 -0.244379 -0.133332 -1.05 0.48 -0.06 0.141
H 1.255616 -1.223275 -0.471695 -0.55 2.03 0.38 0.114
H 1.531790 -0.463579 0.972610 0.52 0.39 2.44 0.050
H 1.837984 0.468779 -0.533276 0.31 0.21 0.32 0.087
```
Forces are in eV/Å.

Computed properties:
* SMILES: CC(F)(F)SCl
* electronic energy: -30914.7833 eV
* gap between HOMO and LUMO: 9.713 eV
* energy above the lowest of the compared OMol25 structures with the same formula, charge and spin: 10.3 kcal per mole



[3]
Computed, not measured: a structure of composition C53H51EuGe2N8P, with ωB97M-V with the def2-TZVPD basis set.

The geometry in XYZ format:
```
116
Properties=species:S:1:pos:R:3:forces:R:3:lowdin_charge:R:1
Eu 0.431116 -0.420419 0.050831 -0.42 0.27 0.09 1.753
C 6.273808 -1.667734 -3.039414 0.09 0.11 -0.09 -0.090
C 5.957687 -3.000473 -2.783661 -0.04 -0.16 0.01 -0.090
C 4.938826 -3.342515 -1.910424 -0.01 -0.09 0.07 -0.017
C 4.236605 -2.314958 -1.303560 0.27 0.57 -0.28 -0.107
C 3.132381 -2.287448 -0.355037 -0.07 -0.08 0.35 -0.291
N 2.779214 -1.001194 -0.108554 -0.23 -0.03 -0.14 0.026
C 3.633610 -0.176267 -0.765257 0.16 0.35 0.18 -0.299
N 3.749885 1.135207 -0.639201 0.05 -0.23 -0.31 0.202
C 2.955156 1.871507 0.115241 -0.18 -0.02 0.22 -0.312
C 3.193244 3.294547 0.330296 -0.41 0.25 0.36 -0.095
C 4.160267 4.177414 -0.120287 -0.02 0.00 -0.02 -0.017
C 4.062201 5.500581 0.277805 0.15 -0.01 -0.14 -0.094
C 3.039097 5.929360 1.119747 -0.13 0.09 0.13 -0.090
C 2.093050 5.043686 1.609349 0.01 0.04 0.07 -0.030
C 2.172695 3.725022 1.198606 0.51 -0.13 -0.39 -0.103
C 1.377580 2.541237 1.494350 0.07 -0.10 0.14 -0.305
N 0.413010 2.557077 2.392135 0.00 -0.02 0.14 0.199
C -0.218432 1.474688 2.814376 0.31 0.17 0.09 -0.343
N -0.052150 0.193827 2.396508 -0.05 -0.07 -0.03 0.032
C -0.710634 -0.622321 3.255849 0.22 -0.09 -0.02 -0.301
N -0.619042 -1.939843 3.347287 -0.14 -0.14 -0.02 0.206
C 0.190766 -2.677361 2.611106 -0.05 0.07 0.13 -0.305
N 0.959461 -2.296046 1.561798 0.22 -0.19 -0.12 0.046
C 1.732223 -3.346347 1.185232 -0.16 0.19 0.17 -0.296
N 2.670604 -3.369644 0.256110 0.18 -0.06 -0.39 0.195
C 1.420023 -4.509704 2.009863 -0.42 0.15 0.48 -0.117
C 1.896507 -5.807837 2.047258 0.05 -0.07 -0.03 -0.021
C 1.368792 -6.666362 2.998734 0.11 -0.08 -0.14 -0.091
C 0.395312 -6.238903 3.897762 -0.11 0.03 0.12 -0.090
C -0.075828 -4.937987 3.876865 -0.01 0.11 0.02 -0.026
C 0.440493 -4.078701 2.923583 0.50 -0.31 -0.36 -0.132
C -1.428417 0.171170 4.241421 0.01 0.62 -0.12 -0.111
C -2.241662 -0.156037 5.315674 0.03 -0.07 -0.02 -0.021
C -2.745584 0.880447 6.079199 -0.09 -0.15 0.05 -0.092
C -2.441271 2.210913 5.786671 0.02 0.17 -0.01 -0.087
C -1.614607 2.545891 4.730755 0.06 0.00 0.06 -0.028
C -1.114688 1.514735 3.953448 -0.20 -0.69 0.21 -0.113
N 1.853985 1.478301 0.801886 0.15 0.06 -0.14 0.054
C 4.557661 -0.966361 -1.563445 -0.02 -0.77 0.01 -0.113
C 5.585363 -0.634254 -2.430176 -0.01 0.02 0.06 -0.021
H 7.073455 -1.446195 -3.733281 0.03 0.04 -0.03 0.096
H 6.519946 -3.776446 -3.285953 0.00 -0.05 0.00 0.096
H 4.689178 -4.373718 -1.705614 -0.01 -0.06 0.00 0.110
H 4.959652 3.841409 -0.762679 0.05 -0.05 -0.09 0.108
H 4.791619 6.221026 -0.068271 0.03 0.01 -0.04 0.095
H 2.989645 6.975509 1.392817 0.01 0.02 0.06 0.096
H 1.313213 5.361581 2.284797 -0.06 0.01 0.06 0.102
H 2.648684 -6.136402 1.347614 0.11 -0.04 -0.09 0.109
H 1.713854 -7.690341 3.047679 0.03 -0.05 -0.02 0.095
H 0.004315 -6.940518 4.621988 -0.03 -0.02 0.05 0.096
H -0.825916 -4.595979 4.571793 -0.11 0.05 0.09 0.110
H -2.464873 -1.188460 5.538016 -0.03 -0.09 0.03 0.108
H -3.385370 0.662024 6.922683 -0.06 -0.03 0.05 0.094
H -2.860858 2.992618 6.403632 -0.02 0.07 0.07 0.095
H -1.364274 3.570602 4.506712 0.04 0.10 0.00 0.107
H 5.833291 0.397041 -2.625200 -0.01 0.14 -0.01 0.110
C -3.331699 -4.223514 -1.947786 0.52 0.19 0.33 -0.237
Ge -1.688090 -3.807890 -0.840655 -0.44 -0.24 -0.23 0.748
C -1.855211 -4.954949 0.790076 0.10 0.34 -0.38 -0.209
C -0.193575 -4.553503 -1.948060 -0.31 0.30 0.31 -0.226
C -1.602060 -1.904500 -0.379566 0.17 -0.33 -0.04 -0.482
H -3.379881 -5.281782 -2.191913 0.06 -0.21 -0.01 -0.003
H -3.308259 -3.667087 -2.881432 0.05 0.13 -0.15 -0.006
H -4.247395 -3.957731 -1.423713 -0.06 0.08 0.15 0.000
H -2.614549 -5.722076 0.672867 -0.16 -0.10 -0.17 0.007
H -2.123390 -4.347993 1.649441 -0.06 0.13 0.13 0.005
H -0.914984 -5.445921 1.013048 0.18 -0.14 0.04 -0.005
H -0.256429 -5.637929 -1.987928 -0.07 -0.19 0.09 0.006
H 0.777601 -4.285299 -1.540064 0.15 0.04 0.09 -0.016
H -0.244596 -4.188432 -2.970345 -0.05 0.12 -0.12 -0.007
H -2.132946 -1.837311 0.586356 -0.02 -0.03 0.00 -0.064
H -2.250297 -1.414715 -1.115679 0.04 0.06 -0.01 -0.093
C -3.571221 0.799995 1.019946 0.29 0.09 -0.06 -0.245
P -2.105676 1.643147 0.270179 -0.81 0.24 -0.01 1.010
C -2.861296 2.130665 -1.340892 0.20 -0.13 -0.10 -0.357
C -3.297208 1.096036 -2.164887 0.01 -0.03 0.01 -0.109
C -3.796264 1.345472 -3.428430 -0.14 0.01 -0.17 -0.091
C -3.859108 2.645686 -3.903488 0.03 0.00 -0.01 -0.103
C -3.415972 3.682722 -3.100971 -0.10 0.06 -0.14 -0.087
C -2.925767 3.430622 -1.831254 0.01 -0.02 0.14 -0.080
C -2.176096 3.275613 1.099264 0.23 -0.10 -0.11 -0.382
C -3.060059 3.632005 2.107926 -0.03 -0.11 -0.22 -0.097
C -3.024710 4.908348 2.644012 -0.08 0.13 0.11 -0.100
C -2.118805 5.841714 2.176195 0.01 0.10 0.09 -0.089
C -1.221988 5.489995 1.179947 0.01 0.10 -0.10 -0.094
C -1.238656 4.211396 0.663158 -0.10 0.00 0.04 -0.147
H -4.471124 1.405911 0.920681 -0.01 0.02 0.03 0.049
H -3.358251 0.598696 2.069321 -0.03 -0.04 0.10 0.034
H -3.718699 -0.153448 0.518679 0.03 -0.06 -0.04 0.020
H -3.228669 0.077247 -1.819029 0.00 -0.12 0.04 0.070
H -4.128017 0.524182 -4.048962 0.00 -0.05 -0.02 0.104
H -4.237915 2.846355 -4.895473 -0.02 0.02 -0.08 0.098
H -3.450191 4.699257 -3.469296 0.00 0.06 0.01 0.099
H -2.588826 4.260765 -1.229759 -0.04 0.03 0.00 0.086
H -3.770046 2.920250 2.498703 -0.09 -0.10 0.00 0.096
H -3.715259 5.173952 3.432342 -0.04 0.01 0.08 0.101
H -2.097378 6.837623 2.596407 -0.03 0.08 0.02 0.097
H -0.510839 6.212274 0.807080 0.09 0.05 0.00 0.101
H -0.511526 3.917567 -0.082817 0.06 0.04 -0.12 0.113
C 2.287669 -0.392307 -4.478669 -0.50 0.19 0.21 -0.224
Ge 0.501084 0.285392 -3.887094 -0.22 0.17 -0.28 0.735
C -0.794642 -1.230501 -4.031620 0.38 0.32 0.06 -0.220
C -0.101419 1.625443 -5.283075 0.24 -0.46 0.54 -0.223
C 0.556149 0.992609 -2.076448 0.14 -0.22 -0.35 -0.471
H 2.251001 -0.778850 -5.493189 -0.08 -0.08 -0.16 0.003
H 2.625569 -1.188173 -3.821289 0.07 -0.17 0.13 -0.005
H 3.031032 0.399732 -4.447347 0.08 0.16 0.05 0.006
H -0.755141 -1.716400 -5.002791 0.07 -0.06 -0.19 0.009
H -1.811434 -0.878961 -3.875257 -0.13 0.11 0.07 -0.012
H -0.576665 -1.971144 -3.264391 0.00 -0.06 0.07 -0.028
H -1.089380 1.998560 -5.030913 -0.20 0.04 0.11 -0.019
H -0.146235 1.189782 -6.275264 0.00 -0.19 -0.23 -0.005
H 0.573884 2.474354 -5.318697 0.18 0.15 0.06 -0.002
H -0.257252 1.732862 -1.998960 0.06 -0.10 -0.03 -0.085
H 1.487237 1.573542 -2.005678 -0.02 0.00 -0.07 -0.066
```
Forces are in eV/Å.

Computed properties:
* electronic energy: -209363.5346 eV
* gap between HOMO and LUMO (alpha / beta): 4.839 / 4.833 eV
* energy above the lowest of the compared OMol25 structures with the same formula, charge and spin: 0.0 kcal per mole
* ⟨S²⟩: 12.015
* total charge: -1
* spin multiplicity: 7